Record 1
Here is C52H45N2OP3S2W as an isolated structure from OMol25. Energies are from ωB97M-V with the def2-TZVPD basis set.

```
! RIJCOSX wB97M-V def2-TZVPD def2/J DEFGRID3
* xyz 2 1
W 0.190 0.662 0.003
S -1.149 -1.023 -1.041
P -1.493 -1.725 0.875
C -0.409 -0.636 1.618
P 0.988 -0.721 2.632
S 1.843 0.935 1.815
C 0.731 -0.476 4.396
C 0.526 -1.555 5.262
C 0.277 -1.332 6.605
C 0.237 -0.035 7.100
C 0.447 1.039 6.250
C 0.692 0.824 4.902
C 2.047 -2.152 2.379
C 1.591 -3.436 2.689
C 2.411 -4.532 2.480
C 3.682 -4.359 1.949
C 4.134 -3.091 1.623
C 3.322 -1.986 1.836
C -3.199 -1.435 1.350
C -4.210 -2.175 0.739
C -5.534 -1.929 1.060
C -5.850 -0.952 1.997
C -4.845 -0.221 2.614
C -3.517 -0.456 2.288
C -1.243 -3.488 0.929
C -1.826 -4.207 1.978
C -1.592 -5.567 2.091
C -0.792 -6.211 1.153
C -0.223 -5.502 0.106
C -0.442 -4.137 -0.008
H 0.578 -2.574 4.907
H 0.127 -2.173 7.269
H 0.052 0.136 8.152
H 0.433 2.050 6.636
H 0.871 1.671 4.253
H 0.593 -3.597 3.074
H 2.055 -5.522 2.730
H 4.321 -5.217 1.790
H 5.125 -2.955 1.211
H 3.681 -0.996 1.589
H -3.965 -2.949 0.020
H -6.320 -2.502 0.588
H -6.885 -0.769 2.253
H -5.095 0.524 3.358
H -2.732 0.106 2.774
H -2.468 -3.710 2.696
H -2.046 -6.128 2.896
H -0.623 -7.277 1.234
H 0.390 -6.012 -0.625
H -0.002 -3.583 -0.826
O -0.988 2.165 2.510
N -1.128 2.218 1.124
C -2.080 3.021 0.825
C -2.636 3.419 -0.467
C -3.739 4.269 -0.350
C -4.388 4.756 -1.473
C -3.924 4.410 -2.729
C -2.822 3.572 -2.861
C -2.182 3.053 -1.744
P -0.641 2.126 -1.961
C -0.819 1.070 -3.413
C 0.325 0.617 -4.073
C 0.211 -0.281 -5.122
C -1.039 -0.746 -5.509
C -2.176 -0.321 -4.838
C -2.070 0.579 -3.789
C 0.499 3.494 -2.329
C 0.740 4.409 -1.303
C 1.526 5.524 -1.531
C 2.082 5.732 -2.789
C 1.846 4.824 -3.809
C 1.053 3.705 -3.586
H -0.797 1.215 2.661
H -2.574 3.460 1.688
H -4.087 4.553 0.635
H -5.240 5.412 -1.364
H -4.409 4.798 -3.614
H -2.456 3.334 -3.851
H 1.309 0.962 -3.777
H 1.102 -0.615 -5.638
H -1.126 -1.444 -6.331
H -3.149 -0.692 -5.128
H -2.962 0.881 -3.258
H 0.319 4.258 -0.314
H 1.706 6.230 -0.732
H 2.694 6.605 -2.971
H 2.273 4.986 -4.790
H 0.863 3.020 -4.402
C 3.632 2.637 -0.953
C 3.788 1.329 -1.673
C 4.974 1.074 -2.354
C 5.207 -0.151 -2.954
C 4.264 -1.168 -2.857
C 3.067 -0.964 -2.192
C 2.064 -2.073 -2.063
C 2.830 0.306 -1.635
N 1.602 0.539 -1.024
H 3.763 3.478 -1.636
H 4.399 2.718 -0.181
H 2.665 2.743 -0.473
H 5.728 1.851 -2.396
H 6.133 -0.324 -3.486
H 4.461 -2.136 -3.299
H 2.497 -3.010 -2.410
H 1.161 -1.875 -2.643
H 1.764 -2.197 -1.018
*
```

Values from the calculation:
ΔE to the lowest compared entry with this formula, charge and spin (kcal/mol): 16.0
DFT total energy (Ha): -4080.40874
Lowest unoccupied orbital energy (Eh): -0.241

***

Record 2
Here is C52H46O7P2Pd as an isolated structure in a non-equilibrium geometry from OMol25. Energies are from ωB97M-V with the def2-TZVPD basis set.

```
! RIJCOSX wB97M-V def2-TZVPD def2/J DEFGRID3
* xyz 0 1
C -3.043 -0.312 2.164
C -1.557 -0.328 2.147
C -0.876 -1.545 2.108
C 0.487 -1.588 2.049
C 1.259 -0.387 2.014
O 2.492 -0.417 1.904
C 0.543 0.846 2.095
C -0.821 0.859 2.154
H -3.434 0.705 2.172
H -3.445 -0.815 1.284
H -3.426 -0.824 3.047
H -1.446 -2.459 2.115
H 1.013 -2.523 2.013
H 1.112 1.757 2.096
H -1.347 1.797 2.198
C 8.834 0.716 8.020
C 9.776 0.874 7.021
C 9.554 1.774 6.007
C 8.373 2.535 5.964
O 8.065 3.431 4.938
P 8.286 2.788 3.451
O 8.054 3.881 2.259
C 8.422 5.167 2.698
C 9.526 5.828 2.126
C 9.933 7.053 2.603
C 9.247 7.665 3.637
C 8.133 7.058 4.185
C 7.722 5.829 3.725
O 9.629 1.866 3.322
C 10.269 1.961 2.092
C 11.654 1.724 2.009
C 12.323 1.868 0.813
C 11.643 2.221 -0.338
C 10.277 2.409 -0.292
C 9.603 2.279 0.899
Pd 5.997 1.987 3.494
P 4.649 1.603 5.445
O 5.248 0.484 6.478
C 4.533 0.462 7.676
C 4.428 -0.736 8.406
C 3.728 -0.778 9.592
C 3.129 0.360 10.096
C 3.235 1.553 9.414
C 3.917 1.599 8.223
O 4.453 3.144 5.993
C 3.133 3.591 5.792
C 2.412 4.163 6.858
C 1.092 4.518 6.711
C 0.463 4.361 5.489
C 1.161 3.864 4.406
C 2.477 3.494 4.551
O 3.318 1.036 4.673
C 2.878 -0.188 5.213
C 1.628 -0.248 5.852
C 1.175 -1.421 6.407
C 1.931 -2.575 6.316
C 3.152 -2.551 5.672
C 3.622 -1.379 5.131
C 5.989 0.043 2.445
C 7.188 -0.734 2.336
C 7.510 -1.632 3.374
C 8.609 -2.446 3.268
C 9.416 -2.392 2.144
C 9.152 -1.472 1.143
C 8.059 -0.648 1.231
C 5.617 1.156 1.608
C 4.461 1.868 1.877
C 7.445 2.382 7.009
C 7.676 1.474 8.015
H 8.994 -0.010 8.801
H 10.681 0.287 7.033
H 10.279 1.904 5.225
H 10.066 5.328 1.342
H 10.805 7.528 2.181
H 9.596 8.607 4.030
H 7.603 7.536 4.995
H 6.877 5.331 4.168
H 12.182 1.453 2.908
H 13.387 1.703 0.772
H 12.180 2.361 -1.264
H 9.737 2.660 -1.190
H 8.542 2.435 0.933
H 4.889 -1.620 8.001
H 3.653 -1.706 10.132
H 2.600 0.328 11.034
H 2.791 2.450 9.814
H 4.016 2.527 7.705
H 2.912 4.299 7.800
H 0.550 4.921 7.552
H -0.575 4.630 5.379
H 0.676 3.766 3.447
H 3.026 3.102 3.716
H 1.062 0.663 5.929
H 0.236 -1.430 6.937
H 1.561 -3.496 6.736
H 3.737 -3.452 5.592
H 4.579 -1.363 4.649
H 5.246 -0.297 3.169
H 6.897 -1.638 4.260
H 8.844 -3.129 4.067
H 10.252 -3.066 2.051
H 9.823 -1.392 0.304
H 7.853 0.055 0.440
H 6.266 1.440 0.775
H 3.723 1.451 2.562
H 4.135 2.701 1.261
H 6.532 2.950 6.961
H 6.939 1.341 8.791
*
```

Values from the calculation:
DFT total energy (Ha): -3346.26874
Lowest unoccupied orbital energy (Eh): -0.052

***

Highest occupied orbital energy across the listed records, respectively: -12.97, -4.77 eV.